Entry 1:
Here is a cluster of 9 separate species, C40H46F32O19 in total at a distorted geometry from the OMol25 dataset. Energies are from ωB97M-V with the def2-TZVPD basis set.

As for the total charge: 0. Its SMILES is FC(F)C(F)(F)COC(F)(F)C(F)F.FC(F)C(F)(F)COC(F)(F)C(F)F.FC(F)C(F)(F)COC(F)(F)C(F)F.FC(F)C(F)(F)COC(F)(F)C(F)F.C[C@H]1COC(=O)O1.C[C@H]1COC(=O)O1.C[C@H]1COC(=O)O1.C[C@H]1COC(=O)O1.C[C@H]1COC(=O)O1. Its energy above the lowest of the compared OMol25 structures with the same formula, charge and spin is 137.9 kJ/mol. The value obtained for the LUMO energy is 0.39 eV.

```
137
Properties=species:S:1:pos:R:3:lowdin_charge:R:1
F 12.47 16.15 -7.55 0.094
C 11.86 16.81 -6.57 -0.360
F 12.03 18.11 -6.80 0.128
C 10.37 16.47 -6.62 -0.403
F 10.12 15.15 -6.39 0.103
F 9.89 16.79 -7.86 0.112
C 9.67 17.21 -5.43 -0.099
O 10.33 16.95 -4.25 0.012
C 9.96 17.83 -3.16 -0.451
F 10.13 19.10 -3.44 0.184
F 8.63 17.59 -2.97 0.134
C 10.83 17.38 -1.90 -0.330
F 10.42 18.02 -0.84 0.129
F 10.80 16.07 -1.74 0.127
H 12.32 16.46 -5.65 0.149
H 8.64 16.87 -5.43 0.128
H 9.57 18.28 -5.65 0.121
H 11.86 17.74 -1.97 0.148
F 15.42 18.12 -3.35 0.105
C 14.35 18.76 -3.84 -0.267
F 13.37 17.85 -4.01 0.079
C 13.91 19.85 -2.74 -0.383
F 14.35 19.64 -1.50 0.132
F 12.56 19.99 -2.57 0.089
C 14.42 21.30 -3.17 -0.077
O 13.98 21.59 -4.48 -0.021
C 14.72 22.64 -5.18 -0.497
F 14.67 23.70 -4.35 0.133
F 15.96 22.34 -5.17 0.194
C 14.10 22.99 -6.61 -0.234
F 14.61 24.09 -7.26 0.078
F 13.99 21.99 -7.52 0.091
H 14.59 19.19 -4.81 0.167
H 15.49 21.43 -2.97 0.141
H 13.98 22.16 -2.66 0.138
H 13.10 23.30 -6.30 0.151
F 7.47 12.09 -6.69 0.092
C 7.88 12.95 -7.66 -0.263
F 7.65 12.40 -8.89 0.076
C 7.26 14.38 -7.49 -0.369
F 7.97 15.38 -8.12 0.090
F 7.47 14.73 -6.16 0.069
C 5.77 14.53 -7.72 -0.042
O 5.07 15.59 -7.02 0.042
C 4.31 16.48 -7.81 -0.630
F 4.93 16.83 -8.87 0.206
F 3.32 15.84 -8.31 0.209
C 4.01 17.79 -6.97 -0.265
F 3.37 18.83 -7.60 0.074
F 3.49 17.57 -5.76 0.117
H 8.96 13.09 -7.65 0.153
H 5.36 13.60 -7.34 0.150
H 5.70 14.56 -8.81 0.150
H 5.01 18.17 -6.74 0.152
F 12.95 13.67 -7.01 0.113
C 12.72 12.47 -6.53 -0.291
F 11.37 12.49 -6.23 0.054
C 13.23 11.31 -7.41 -0.483
F 13.15 10.10 -6.91 0.159
F 14.54 11.46 -7.61 0.135
C 12.44 11.31 -8.77 -0.033
O 12.66 10.26 -9.74 0.003
C 11.56 9.32 -9.87 -0.468
F 11.23 8.71 -8.69 0.136
F 10.55 10.06 -10.26 0.163
C 11.92 8.27 -11.01 -0.318
F 10.95 7.37 -11.34 0.085
F 12.31 8.80 -12.13 0.143
H 13.23 12.54 -5.57 0.174
H 12.58 12.26 -9.29 0.151
H 11.39 11.19 -8.51 0.125
H 12.76 7.68 -10.65 0.165
C 10.10 20.15 -9.33 -0.021
C 11.38 20.92 -9.76 -0.280
C 12.49 19.91 -9.89 -0.126
O 12.90 19.90 -11.24 0.065
C 12.17 20.77 -11.99 -0.458
O 12.43 20.93 -13.18 0.117
O 11.27 21.39 -11.11 0.058
H 10.13 19.81 -8.29 0.059
H 9.81 19.27 -9.89 0.089
H 9.18 20.73 -9.43 0.080
H 11.75 21.70 -9.11 0.136
H 12.17 18.94 -9.54 0.124
H 13.32 20.23 -9.25 0.121
C 6.48 13.58 2.45 -0.014
C 7.66 14.52 2.80 -0.319
C 8.80 13.82 3.59 -0.105
O 9.64 13.49 2.51 0.046
C 9.48 14.47 1.53 -0.430
O 10.27 14.83 0.60 0.083
O 8.25 14.97 1.65 0.094
H 6.83 12.81 1.76 0.090
H 5.57 13.93 1.96 0.082
H 5.95 13.10 3.26 0.079
H 7.32 15.41 3.33 0.152
H 8.39 12.91 4.04 0.127
H 9.27 14.28 4.46 0.131
C 9.53 11.89 -1.24 -0.014
C 9.24 13.20 -2.05 -0.276
C 8.77 13.04 -3.52 -0.067
O 7.57 13.84 -3.59 0.053
C 7.21 14.34 -2.42 -0.531
O 6.33 15.10 -2.31 0.187
O 8.12 13.87 -1.42 0.031
H 9.68 12.04 -0.17 0.069
H 10.36 11.29 -1.61 0.076
H 8.77 11.11 -1.37 0.076
H 10.12 13.84 -1.92 0.120
H 8.54 12.02 -3.81 0.126
H 9.60 13.32 -4.17 0.117
C 17.95 14.85 -8.83 -0.022
C 17.58 14.39 -7.44 -0.316
C 18.27 15.00 -6.23 -0.048
O 17.13 15.31 -5.35 0.061
C 16.02 15.38 -6.12 -0.534
O 15.00 15.93 -5.72 0.120
O 16.23 14.85 -7.32 0.083
H 17.62 15.85 -9.12 0.096
H 17.39 14.21 -9.52 0.087
H 19.01 14.67 -9.00 0.089
H 17.67 13.30 -7.39 0.152
H 18.73 15.95 -6.53 0.136
H 18.95 14.27 -5.79 0.136
C 7.02 19.92 -4.60 -0.002
C 7.67 21.05 -5.34 -0.352
C 8.07 22.27 -4.60 -0.090
O 9.33 22.63 -5.11 0.116
C 9.76 21.71 -5.92 -0.493
O 10.83 21.78 -6.56 0.105
O 8.84 20.69 -6.02 0.069
H 7.19 19.90 -3.53 0.088
H 7.25 18.89 -4.88 0.075
H 5.94 19.91 -4.74 0.085
H 7.00 21.33 -6.15 0.155
H 8.15 22.25 -3.52 0.148
H 7.28 22.97 -4.91 0.144
```



Entry 2:
Here is a structure of composition C40H46GeN7O3P2SV from the OMol25 dataset. Energies are from ωB97M-V with the def2-TZVPD basis set.

As for the total charge: -1. As for the multiplicity: 4. Its energy above the lowest of the compared OMol25 structures with the same formula, charge and spin is 0.0 kJ/mol. The value obtained for the LUMO energy (spin up / spin down) is 1.87 / 1.78 eV.

```
101
Properties=species:S:1:pos:R:3:lowdin_charge:R:1
V -0.49 -0.37 0.83 0.496
C -4.22 2.59 -5.59 -0.060
C -4.03 2.20 -4.14 -0.284
C -3.24 1.12 -3.78 -0.027
C -3.06 0.77 -2.45 -0.066
C -3.66 1.53 -1.46 -0.368
C -4.47 2.60 -1.80 -0.095
C -4.65 2.94 -3.13 -0.060
S -3.55 1.12 0.28 0.924
O -2.77 2.25 0.85 -0.525
O -0.89 2.55 -1.13 -0.443
N -2.57 -0.20 0.25 -0.291
C -3.21 -1.40 0.20 -0.317
C -4.44 -1.65 -0.39 -0.052
C -5.05 -2.92 -0.32 -0.091
C -4.46 -3.97 0.33 -0.068
C -3.19 -3.77 0.94 -0.163
C -2.55 -4.78 1.69 -0.020
C -1.37 -4.50 2.32 -0.050
C -0.79 -3.23 2.15 -0.119
N -1.33 -2.29 1.41 0.052
C -2.56 -2.52 0.84 -0.138
H -3.83 1.81 -6.25 0.071
H -3.69 3.52 -5.82 0.078
H -5.27 2.74 -5.82 0.075
H -2.77 0.53 -4.56 0.103
H -2.43 -0.07 -2.16 0.076
H -4.95 3.18 -1.02 0.112
H -5.27 3.79 -3.40 0.109
H -4.96 -0.86 -0.92 0.089
H -6.01 -3.06 -0.80 0.100
H -4.93 -4.94 0.39 0.100
H -3.01 -5.75 1.78 0.113
H -0.86 -5.23 2.93 0.103
H 0.15 -3.00 2.62 0.102
C 3.82 3.60 2.29 -0.284
P 3.10 2.03 1.68 0.928
C 4.60 0.96 1.72 -0.286
C 2.99 2.40 -0.13 -0.369
C 4.15 2.64 -0.87 -0.110
C 4.10 2.90 -2.23 -0.092
C 2.87 2.92 -2.87 -0.082
C 1.71 2.70 -2.15 -0.083
C 1.74 2.46 -0.77 -0.319
P 0.13 2.14 0.07 0.921
C -1.38 3.87 -1.31 -0.132
C 0.03 3.50 1.27 -0.239
H 4.69 3.91 1.71 0.032
H 4.11 3.48 3.34 0.037
H 3.07 4.39 2.25 0.032
H 5.49 1.44 1.33 0.028
H 4.40 0.05 1.15 0.039
H 4.79 0.68 2.76 0.034
H 5.11 2.62 -0.37 0.086
H 5.02 3.07 -2.78 0.097
H 2.82 3.10 -3.94 0.100
H 0.76 2.70 -2.66 0.102
H -2.00 3.86 -2.21 0.083
H -0.56 4.59 -1.45 0.084
H -1.99 4.17 -0.46 0.078
H 0.37 4.46 0.88 0.052
H 0.62 3.23 2.14 0.001
H -1.01 3.58 1.60 0.035
N -0.84 0.53 2.72 0.118
C -0.61 1.16 3.67 -0.191
C -0.25 1.76 4.88 -0.281
C -0.64 3.08 5.19 -0.262
N -0.95 4.16 5.44 0.106
C 0.69 1.06 5.67 -0.268
N 1.49 0.51 6.30 0.106
N 5.03 -2.95 4.67 0.174
C 4.54 -3.37 3.47 -0.492
O 4.96 -4.36 2.91 0.057
C 3.46 -2.52 2.85 -0.129
C 2.87 -1.44 3.48 -0.011
C 1.88 -0.73 2.82 -0.165
N 1.42 -1.06 1.61 -0.008
C 2.03 -2.09 0.99 -0.115
C 3.04 -2.83 1.57 0.017
H 5.65 -3.58 5.15 0.110
H 4.57 -2.24 5.21 0.087
H 3.12 -1.11 4.48 0.098
H 1.42 0.12 3.29 0.052
H 1.64 -2.32 0.01 0.061
H 3.48 -3.66 1.04 0.121
C 0.40 -4.07 -1.47 -0.223
Ge 0.15 -2.34 -2.41 0.705
C 1.55 -2.33 -3.80 -0.239
C -1.57 -2.51 -3.36 -0.219
C 0.18 -0.77 -1.30 -0.412
H 0.22 -4.88 -2.17 0.012
H -0.30 -4.17 -0.63 -0.002
H 1.42 -4.19 -1.08 0.001
H 1.49 -3.19 -4.47 0.004
H 2.54 -2.33 -3.33 0.005
H 1.47 -1.41 -4.40 0.006
H -1.61 -3.44 -3.93 0.011
H -1.69 -1.68 -4.05 0.000
H -2.40 -2.49 -2.66 0.004
H -0.29 -0.01 -1.94 -0.044
H 1.24 -0.46 -1.27 -0.033
```



Entry 3:
Here is a structure of composition C40H47FN8O9PRbS2 from the OMol25 dataset. Energies are from ωB97M-V with the def2-TZVPD basis set.

As for the total charge: -2. The value obtained for the LUMO energy is 3.46 eV.

```
109
Properties=species:S:1:pos:R:3:lowdin_charge:R:1
Rb -0.11 -0.37 -1.03 0.711
O 1.35 4.01 -3.13 0.038
C 2.55 3.76 -3.66 -0.278
C 3.31 4.85 -4.11 -0.035
C 4.55 4.64 -4.68 -0.124
C 5.06 3.35 -4.82 -0.125
C 4.31 2.28 -4.35 -0.049
C 3.06 2.45 -3.77 -0.070
C 2.25 1.29 -3.23 -0.459
O 1.05 1.53 -2.87 -0.136
N 2.90 0.15 -3.24 0.022
N 2.36 -0.87 -2.50 -0.045
C 2.39 -2.03 -3.01 -0.118
C 1.88 -3.23 -2.30 -0.285
C 1.84 -4.43 -2.98 -0.039
C 1.23 -5.53 -2.39 -0.072
C 0.68 -5.38 -1.13 -0.072
C 0.81 -4.15 -0.50 -0.149
N 1.41 -3.10 -1.05 0.079
H 0.98 3.10 -2.91 0.056
H 2.90 5.84 -4.00 0.104
H 5.13 5.49 -5.03 0.086
H 6.03 3.18 -5.27 0.082
H 4.68 1.26 -4.43 0.099
H 2.71 -2.17 -4.05 0.112
H 2.24 -4.49 -3.99 0.101
H 1.15 -6.47 -2.92 0.099
H 0.12 -6.18 -0.66 0.101
H 0.39 -4.00 0.48 0.115
O 0.23 2.69 0.42 -0.523
S -1.16 2.63 -0.13 0.938
C -1.45 4.18 -1.02 -0.363
C -2.42 4.21 -2.01 -0.077
C -2.65 5.40 -2.69 -0.084
C -1.91 6.53 -2.39 -0.095
C -0.91 6.47 -1.41 -0.080
C -0.68 5.29 -0.73 -0.065
C -2.22 3.06 1.28 -0.339
C -1.58 3.19 2.50 -0.094
C -2.33 3.50 3.63 -0.100
C -3.70 3.65 3.54 -0.105
C -4.34 3.49 2.31 -0.085
C -3.60 3.20 1.18 -0.085
H -2.97 3.30 -2.26 0.118
H -3.41 5.43 -3.47 0.098
H -2.08 7.45 -2.92 0.093
H -0.31 7.34 -1.20 0.099
H 0.11 5.20 0.02 0.116
H -0.51 3.04 2.55 0.086
H -1.83 3.62 4.59 0.098
H -4.29 3.87 4.43 0.090
H -5.41 3.57 2.24 0.099
H -4.10 3.06 0.23 0.109
C -2.61 -0.82 5.69 -0.079
N -1.64 -0.01 4.95 -0.051
C -0.48 -0.50 4.44 -0.864
S 0.11 0.04 2.99 0.750
N 0.14 -1.48 5.18 -0.059
C 0.24 -1.39 6.63 -0.097
H -3.52 -0.94 5.09 0.090
H -2.88 -0.36 6.64 0.074
H -2.21 -1.81 5.87 0.072
H -2.04 0.68 4.34 0.096
H 0.98 -1.79 4.71 0.093
H -0.22 -0.47 6.99 0.080
H 1.29 -1.37 6.93 0.079
H -0.24 -2.23 7.14 0.071
O -4.30 -0.75 -0.08 -0.168
N -3.68 0.15 0.51 -0.296
O -2.43 0.08 0.50 -0.338
F -6.08 -4.63 1.02 0.060
C -5.87 -4.59 -0.32 -0.185
C -4.98 -3.75 -0.85 0.054
N -4.75 -3.66 -2.20 0.024
C -3.61 -2.85 -2.66 -0.039
C -2.27 -3.43 -2.22 -0.683
O -2.30 -4.51 -1.59 -0.021
O -1.28 -2.71 -2.51 -0.105
C -5.40 -4.49 -3.08 -0.471
O -5.23 -4.50 -4.28 0.053
N -6.32 -5.34 -2.48 0.204
C -6.64 -5.49 -1.14 -0.422
O -7.47 -6.30 -0.77 0.040
H -4.40 -3.07 -0.24 0.134
H -3.70 -1.85 -2.23 0.108
H -3.65 -2.80 -3.74 0.121
H -6.80 -5.96 -3.12 0.154
C 3.93 -2.73 3.06 -0.167
C 2.88 -2.39 2.00 -0.436
P 3.08 -0.82 1.03 0.942
C 4.66 -1.23 0.16 -0.427
C 5.23 -0.07 -0.66 -0.156
C 3.70 0.33 2.35 -0.453
C 3.52 1.80 1.95 -0.163
H 3.67 -3.67 3.57 0.060
H 4.00 -1.95 3.82 0.050
H 4.92 -2.86 2.63 0.054
H 1.89 -2.33 2.45 0.029
H 2.83 -3.18 1.25 0.051
H 4.42 -2.06 -0.51 0.065
H 5.40 -1.58 0.88 0.058
H 4.50 0.33 -1.36 0.043
H 6.10 -0.39 -1.24 0.063
H 5.57 0.74 -0.01 0.050
H 4.75 0.11 2.59 0.070
H 3.10 0.13 3.23 0.032
H 4.16 2.08 1.11 0.053
H 3.75 2.47 2.78 0.060
H 2.49 1.99 1.64 0.042
```



Entry 4:
Here is a structure of composition C40H47N8S3SbTi from the OMol25 dataset. Energies are from ωB97M-V with the def2-TZVPD basis set.

As for the total charge: +4. Its energy above the lowest of the compared OMol25 structures with the same formula, charge and spin is 110.7 kJ/mol. The value obtained for the LUMO energy is -12.29 eV.

```
100
Properties=species:S:1:pos:R:3:lowdin_charge:R:1
Ti 0.75 0.17 0.30 1.038
N -1.16 1.09 -0.06 -0.023
C -1.13 2.47 -0.58 -0.147
C -0.20 3.20 0.36 -0.143
N 1.09 2.45 0.35 -0.091
C 1.98 2.93 -0.77 -0.123
C 2.36 1.73 -1.60 -0.160
N 2.67 0.67 -0.60 -0.075
H -1.68 0.41 -0.64 0.043
H -1.69 1.09 0.81 0.116
H -2.13 2.90 -0.59 0.151
H -0.76 2.46 -1.60 0.131
H -0.60 3.19 1.38 0.124
H -0.04 4.25 0.09 0.148
H 1.57 2.68 1.22 0.078
H 2.87 3.40 -0.33 0.144
H 1.47 3.68 -1.36 0.143
H 3.22 1.90 -2.25 0.155
H 1.53 1.39 -2.22 0.109
H 3.31 1.07 0.09 0.050
H 3.22 -0.07 -1.04 0.028
N -1.46 -0.20 3.88 0.232
C -0.90 0.98 4.35 -0.159
C -1.11 1.67 5.54 0.042
C -0.32 2.78 5.75 -0.011
C 0.65 3.17 4.81 -0.020
C 0.84 2.48 3.63 -0.038
C 0.03 1.37 3.38 -0.225
N -0.02 0.44 2.32 -0.018
C -0.91 -0.48 2.70 -0.292
C -1.07 -1.66 1.88 -0.303
C -1.85 -2.76 2.03 -0.253
S -1.52 -3.87 0.77 1.218
C -0.40 -2.81 0.11 -0.425
N -0.23 -1.69 0.78 -0.107
H -2.15 -0.77 4.37 0.197
H -1.84 1.34 6.27 0.139
H -0.44 3.35 6.66 0.135
H 1.27 4.02 5.04 0.131
H 1.65 2.80 2.99 0.095
H -2.58 -2.99 2.80 0.109
H 0.12 -3.04 -0.80 0.094
S 4.67 -1.51 -2.66 1.039
C 5.87 -2.01 -3.78 -0.337
C 5.32 -2.32 -4.98 -0.120
C 3.92 -2.11 -5.02 -0.071
C 3.41 -1.68 -3.83 -0.480
C 2.04 -1.27 -3.52 -0.181
C 1.56 -1.25 -2.22 -0.158
N 0.37 -0.78 -1.81 0.020
C -0.58 -0.57 -2.80 -0.110
C -0.16 -0.50 -4.16 -0.110
C -1.09 -0.19 -5.21 0.016
C -2.40 -0.12 -4.96 0.029
C -2.90 -0.38 -3.64 -0.108
C -4.27 -0.50 -3.40 0.086
C -4.75 -0.84 -2.15 -0.166
C -3.77 -1.02 -1.14 -0.063
N -2.47 -0.91 -1.33 0.056
C -2.01 -0.59 -2.56 -0.164
C -6.17 -1.01 -1.86 -0.495
C -7.21 -0.90 -2.74 -0.076
C -8.47 -1.13 -2.13 -0.128
C -8.36 -1.40 -0.80 -0.352
S -6.73 -1.39 -0.27 1.063
C 1.17 -0.78 -4.49 0.103
H 6.90 -2.08 -3.47 0.091
H 5.90 -2.67 -5.82 0.132
H 3.32 -2.31 -5.90 0.133
H 2.19 -1.66 -1.43 0.073
H -0.70 -0.07 -6.21 0.138
H -3.11 0.08 -5.75 0.141
H -4.95 -0.34 -4.23 0.137
H -4.09 -1.28 -0.14 0.093
H -7.11 -0.68 -3.79 0.122
H -9.41 -1.10 -2.65 0.126
H -9.14 -1.62 -0.09 0.089
H 1.48 -0.68 -5.52 0.150
C 3.48 -3.47 0.37 -0.162
C 3.12 -3.07 1.78 -0.375
Sb 2.71 -1.01 2.12 1.559
C 2.19 -0.95 4.18 -0.376
C 3.24 -1.68 5.02 -0.135
C 4.60 -0.04 1.99 -0.384
C 4.58 1.45 2.35 -0.146
H 3.79 -4.51 0.34 0.102
H 4.31 -2.88 -0.04 0.045
H 2.63 -3.38 -0.32 0.045
H 3.95 -3.26 2.47 0.074
H 2.26 -3.62 2.17 0.069
H 1.21 -1.41 4.27 0.061
H 2.10 0.10 4.46 0.052
H 3.29 -2.74 4.78 0.076
H 2.96 -1.61 6.07 0.098
H 4.23 -1.25 4.92 0.079
H 5.02 -0.23 1.00 0.062
H 5.23 -0.59 2.69 0.076
H 4.00 2.05 1.63 0.043
H 5.59 1.86 2.35 0.102
H 4.15 1.62 3.34 0.078
```